No. 1
This record from OMol25 describes a molecular structure, C2H3BrClN. The level of theory is ωB97M-V/def2-TZVPD.

Structure (ORCA input):
```
! RIJCOSX wB97M-V def2-TZVPD def2/J DEFGRID3
* xyz 0 1
Br -1.91345 1.29515 0.06924
Cl -1.71302 -1.97517 0.12128
N 0.44774 -0.11166 -0.90631
C -0.58104 -0.00643 -0.02609
C 0.77467 0.04295 0.50848
H 1.21591 -0.82733 0.97082
H 0.63571 0.58269 -1.61547
H 1.13349 0.99980 0.87804
*
```

HOMO level, eV: -10.107
Relative energy (zero: lowest compared OMol25 entry of this formula, charge and spin), eV: 1.211
E, eV: -86175.2377
E_LUMO, Ha: -0.0204

These are the Mulliken partial charges, in e, on atoms 1 to 4: -0.02, -0.33, -0.37, 0.18

***

No. 2
This record from OMol25 describes a molecular structure, C22H23MoN3O6S2. The level of theory is ωB97M-V/def2-TZVPD.

Structure (ORCA input):
```
! RIJCOSX wB97M-V def2-TZVPD def2/J DEFGRID3
* xyz 0 3
Mo 0.33279 -1.81366 0.03917
S 1.37510 2.86130 0.26399
S 1.86778 0.00093 0.85803
O -0.46728 -4.61619 2.99131
O -0.18892 -3.16134 1.32463
O 3.64253 -4.02761 -1.23780
O 1.84288 -2.87258 -0.64707
O -1.33037 -0.83815 0.27899
O 0.74125 -1.26518 3.57334
N 0.71718 -0.43359 -1.49644
N 0.57002 0.86501 -1.28183
N 2.50489 -2.99774 1.97517
C -3.27660 0.31960 -0.49069
C -1.89605 6.49887 -0.68146
C -2.36893 -0.14434 -3.10758
C 2.93945 -2.32958 3.19520
C 3.56162 -3.17438 1.00120
C -0.70457 5.84666 -0.97301
C -0.59852 4.47222 -0.81108
C 1.21722 1.20851 -0.18466
C 1.79899 -2.00227 4.15188
C -2.07827 -0.34063 -0.72348
C -4.01132 0.74874 -1.58698
C -1.61170 -0.56592 -2.02549
C -2.98818 5.77782 -0.22589
C 0.13758 -2.08966 -3.19907
C -0.26234 -1.18150 -2.06659
C 3.02072 -3.41817 -0.40749
C 1.76391 -4.21952 2.21780
C -1.69822 3.75323 -0.34869
C 0.25394 -4.01517 2.24767
C 0.67385 3.75115 -1.16279
C -3.56965 0.51534 -2.88463
C -2.88638 4.40153 -0.06028
H 0.14834 6.41224 -1.33010
H -1.61971 2.67949 -0.21668
H 0.49475 3.01066 -1.93966
H 1.94325 -4.92028 1.39712
H 4.23283 -4.01209 1.22993
H -3.73568 3.83305 0.29685
H 1.34509 -2.91895 4.53125
H -0.62369 -2.84882 -3.37152
H -4.16310 0.85187 -3.72401
H -3.91611 6.28489 0.00417
H 1.09110 -2.57353 -2.99752
H 2.05967 -4.72678 3.14125
H 1.07142 -0.40863 3.27809
H 3.65482 -2.95250 3.75980
H 0.24025 -1.48838 -4.10649
H 2.22782 -1.47864 5.01358
H 4.17285 -2.26959 0.95229
H 3.46705 -1.41576 2.90946
H 1.44310 4.43874 -1.51010
H -2.02092 -0.31482 -4.11913
H -1.96766 7.57107 -0.80970
H -4.95087 1.26282 -1.42858
H -3.61895 0.47023 0.52430
*
```

Expectation value of S²: 2.0535
HOMO level (alpha / beta), eV: -8.427 / -8.727
Relative energy (zero: lowest compared OMol25 entry of this formula, charge and spin), eV: 2.304
E, eV: -63468.6775
E_LUMO (alpha / beta), Ha: -0.0554 / -0.0941

These are the Mulliken partial charges, in e, on atoms 1 to 4: 1.04, -0.13, -0.42, -0.62

***

No. 3
This record from OMol25 describes a molecular structure, C11H14BN7Pb. The level of theory is ωB97M-V/def2-TZVPD.

Structure (ORCA input):
```
! RIJCOSX wB97M-V def2-TZVPD def2/J DEFGRID3
* xyz 2 1
Pb 0.61698 -1.39409 1.35969
N -0.37821 -1.41537 -1.18744
N -1.09850 -0.40738 -1.79541
N -1.90367 0.81643 0.30110
N -1.32095 0.02989 1.26871
N 0.20188 1.56272 -0.93039
N 1.12679 0.85137 -0.19974
N 2.66872 -3.37632 1.35006
C 3.71490 -3.80146 1.07055
C -0.37528 -2.46173 -2.02757
C 2.26283 1.57540 -0.18454
C -3.19294 0.92783 2.10927
C 0.77029 2.69420 -1.40755
C -3.04166 1.35475 0.79268
C 1.78335 -0.14440 2.88835
C -1.53102 -0.82489 -3.00787
C 2.08282 2.74602 -0.94824
C -2.09403 0.10007 2.37019
C -1.08908 -2.13405 -3.19210
B -1.24989 0.99595 -1.10870
H -2.12454 -0.16860 -3.62446
H -3.98615 1.16972 2.78171
H 0.19833 3.36685 -2.01995
H 2.34418 0.69745 2.46456
H -1.26096 -2.75285 -4.04940
H 2.81317 3.50855 -1.13961
H -1.89914 1.72921 -1.79236
H 2.44730 -0.79821 3.46720
H -1.81685 -0.42510 3.27480
H -3.65870 2.00430 0.17900
H 4.72008 -4.14644 0.78736
H 0.14656 -3.39003 -1.78517
H 1.00310 0.26564 3.54969
H 3.12027 1.24456 0.38557
*
```

HOMO level (alpha / beta), eV: -15.618 / -14.823
Relative energy (zero: lowest compared OMol25 entry of this formula, charge and spin), eV: 0.000
E, eV: -27970.2093
E_LUMO (alpha / beta), Ha: -0.3556 / -0.4098

These are the Mulliken partial charges, in e, on atoms 1 to 4: 1.48, -0.04, 0.07, -0.06

***

No. 4
This record from OMol25 describes 2 unconnected molecules or ions with the total composition C3H5BrS. The level of theory is ωB97M-V/def2-TZVPD.

Structure (ORCA input):
```
! RIJCOSX wB97M-V def2-TZVPD def2/J DEFGRID3
* xyz 0 1
Br -0.53254 2.38047 0.44428
S 0.67108 -0.36554 -0.28341
C -0.59569 0.64160 -0.34350
C 2.06365 0.34406 0.67777
C -3.33754 -0.22960 -0.09480
H 2.91398 -0.26850 0.38572
H 1.92273 1.38952 0.42545
H 1.86504 0.01798 1.70581
H -3.98463 0.46294 -0.56968
H -2.64443 -0.57408 -0.82229
*
```

HOMO level, eV: -8.683
Relative energy (zero: lowest compared OMol25 entry of this formula, charge and spin), eV: 6.988
E, eV: -84062.2900
E_LUMO, Ha: -0.0236

These are the Mulliken partial charges, in e, on atoms 1 to 4: -0.15, 0.12, -0.07, -0.86

***

No. 5
This record from OMol25 describes a molecular structure, C11H16AlCrF3O12S. The level of theory is ωB97M-V/def2-TZVPD.

Structure (ORCA input):
```
! RIJCOSX wB97M-V def2-TZVPD def2/J DEFGRID3
* xyz 1 4
Cr 29.79985 -20.87006 -19.04431
S 28.78183 -21.23039 -15.81226
Al 25.78028 -20.75875 -21.04522
F 29.95122 -22.39918 -13.78582
F 31.18044 -22.30844 -15.50296
F 29.54789 -23.73006 -15.47162
O 31.14448 -22.47408 -18.61526
O 27.99753 -20.47783 -19.38906
O 31.59459 -19.75954 -18.79527
O 28.40254 -21.13112 -22.28967
O 30.20991 -21.06238 -21.04345
O 29.10516 -22.92770 -18.88725
O 27.55050 -21.92891 -16.08744
O 25.61860 -19.09044 -18.31798
O 29.43168 -20.79370 -17.06952
O 25.19121 -17.28910 -17.14629
O 29.83750 -18.66248 -18.99826
O 28.64281 -20.20188 -14.82704
C 31.80530 -17.38845 -18.36475
C 24.92260 -18.11773 -14.94630
C 25.35877 -18.60392 -17.23515
C 31.06702 -18.61342 -18.73354
C 24.83922 -16.85080 -15.80493
C 30.56094 -24.80114 -18.28589
C 29.93416 -22.51734 -15.07052
C 30.25941 -23.38722 -18.62689
C 25.08085 -19.31153 -15.94234
C 30.50796 -21.10397 -23.40517
C 29.68864 -21.06552 -22.15967
H 30.01126 -21.58005 -24.25059
H 30.41287 -25.40159 -19.18146
H 31.10360 -16.59557 -18.12434
H 25.71191 -18.19314 -14.20023
H 25.51573 -16.05363 -15.51506
H 27.55701 -20.36893 -18.52858
H 31.60060 -24.89374 -17.98439
H 25.82493 -20.01499 -15.61021
H 23.99570 -18.24134 -14.38685
H 23.81373 -16.48942 -15.84138
H 30.75336 -20.06624 -23.63870
H 32.49645 -17.69310 -17.58199
H 29.92482 -25.08508 -17.45212
H 32.39187 -16.99031 -19.19451
H 24.08181 -19.74507 -16.00873
H 31.42064 -21.67870 -23.26156
*
```

Expectation value of S²: 4.0004
HOMO level (alpha / beta), eV: -12.508 / -12.543
E, eV: -90235.7934
E_LUMO (alpha / beta), Ha: -0.2055 / -0.2946

These are the Mulliken partial charges, in e, on atoms 1 to 4: 0.27, 1.35, 1.01, -0.19

***

No. 6
This record from OMol25 describes a molecular structure, C34H38N13ORe. The level of theory is ωB97M-V/def2-TZVPD.

Structure (ORCA input):
```
! RIJCOSX wB97M-V def2-TZVPD def2/J DEFGRID3
* xyz 3 2
Re -0.52172 -0.43802 0.16362
O -1.09687 -2.05667 1.45768
N -0.31060 0.97131 -1.12185
N -0.70419 -3.83772 -2.18595
N -1.20945 -2.97938 -1.36450
N -1.34254 -5.01361 -2.49431
N 0.51721 -3.57997 -2.60402
N 2.01846 1.52383 1.02520
N -3.18763 -2.31845 2.20703
N 2.87004 0.06023 2.59805
N -2.74243 -0.48252 -0.26841
N 1.22973 -0.65168 1.06261
N -0.88349 1.23789 1.40335
N -0.26532 -2.05004 -1.24137
N 2.35019 0.51512 -1.76470
C 1.92717 -2.22205 2.77276
C -1.98667 -2.80483 1.92402
C 2.97082 -1.24552 3.27476
C -1.35201 3.66145 2.69006
C 4.09453 0.09967 -3.37503
C 0.10149 0.88806 -2.49922
C -0.98082 4.68021 -0.87013
C -3.76688 -0.55828 0.60873
C -1.20585 2.50131 3.40585
C -0.95527 2.39608 0.68296
C 3.22134 0.24180 -4.41358
C -1.24407 4.79307 0.46479
C 0.91743 0.72880 -5.17858
C -0.96959 1.30326 2.72335
C 1.46673 0.63557 -2.79102
C -1.71510 -4.25230 2.16857
C 2.05521 0.32067 1.58586
C 1.77270 -2.01139 1.27797
C -5.39051 -0.25618 -1.13966
C 0.77850 -2.44093 -1.99472
C 3.78309 1.09465 3.12118
C 1.86031 0.52909 -4.14505
C -0.77664 1.13431 -3.52482
C -0.66738 3.43503 -1.45789
C -4.34580 -0.26295 -2.04796
C 4.14915 2.10093 2.04973
C -3.49011 -0.89813 2.05077
C 2.87726 2.64374 1.42645
C -0.37508 1.04748 -4.87172
C -0.67150 2.29185 -0.69766
C 3.60426 0.26249 -2.06209
C -5.08352 -0.42700 0.20239
C -1.20562 3.63993 1.28612
C -3.05742 -0.37986 -1.57058
H 3.30265 1.58043 3.97402
H -1.09573 1.24565 -5.65376
H 1.24208 0.65190 -6.20931
H -5.86956 -0.47105 0.94567
H -0.65465 -4.39647 2.36053
H -0.86837 -5.43759 -3.28438
H 1.71426 -1.91309 -2.06572
H -1.97782 -4.81089 1.26598
H -2.65868 -0.32654 2.44535
H 1.70501 1.50192 0.06218
H 2.72987 -2.10087 0.75370
H 3.09151 3.22405 0.53119
H -3.89184 -2.93784 2.57716
H 4.75879 1.61948 1.28135
H 2.33631 3.28779 2.12233
H -2.31841 -4.83697 -2.70436
H 0.95971 -2.04882 3.24953
H -0.99182 5.55945 -1.50166
H 3.97179 -1.63066 3.06836
H -4.51429 -0.17430 -3.11277
H 1.08765 -2.73517 0.84928
H -2.29725 -4.64741 2.99927
H -4.36294 -0.67510 2.65594
H -2.22835 -0.39890 -2.26119
H 2.90161 -1.08123 4.34995
H -1.46601 5.75590 0.90949
H 4.29425 0.18074 -1.22475
H 3.55049 0.14674 -5.44162
H -0.41659 3.40652 -2.50928
H 2.23487 -3.24037 3.00904
H -6.41702 -0.14576 -1.46432
H -0.83805 0.37130 3.26199
H 4.66891 0.58169 3.49251
H -1.55534 4.59984 3.19291
H -1.79212 1.44291 -3.30502
H 5.14183 -0.11444 -3.53789
H 4.74038 2.90475 2.48415
H -1.27865 2.49198 4.48510
*
```

Expectation value of S²: 0.7594
HOMO level (alpha / beta), eV: -15.695 / -15.820
Relative energy (zero: lowest compared OMol25 entry of this formula, charge and spin), eV: 0.000
E, eV: -59403.2600
E_LUMO (alpha / beta), Ha: -0.3267 / -0.3361

These are the Mulliken partial charges, in e, on atoms 1 to 4: 0.82, -0.71, 2.27, 0.96